{"formula": "C20H12Cl5O2PPdS4", "method": "ωB97M-V/def2-TZVPD", "species": ["Pd", "S", "S", "S", "S", "Cl", "C", "C", "C", "Cl", "C", "Cl", "C", "Cl", "C", "Cl", "O", "C", "O", "C", "P", "C", "C", "C", "C", "C", "C", "C", "C", "C", "C", "C", "C", "H", "H", "H", "H", "H", "H", "H", "H", "H", "H", "H", "H"], "xyz": [[-0.2610, -0.3701, 0.4837], [0.6717, 2.6786, -1.2752], [1.2323, 3.1643, 0.4441], [-0.1898, 2.6296, 1.8235], [-1.5625, 1.6268, 0.8763], [-0.7336, -1.3863, 3.2788], [-2.0918, -1.6836, 2.2311], [-1.9876, -1.2759, 0.9034], [-3.0733, -1.5143, 0.0778], [-3.0065, -0.9357, -1.5540], [-4.2102, -2.1835, 0.5300], [-5.5235, -2.4878, -0.5360], [-4.2764, -2.6040, 1.8565], [-5.6670, -3.4367, 2.4300], [-3.2131, -2.3423, 2.7219], [-3.2859, -2.8513, 4.3623], [3.4783, 0.3526, -0.8135], [2.5607, -0.2256, -0.2706], [1.6803, 0.3294, 0.5064], [2.4066, -1.7549, -0.4417], [0.6337, -2.2042, -0.4651], [0.2181, -2.2172, -2.2299], [0.6846, -1.1762, -3.0335], [0.3202, -1.1148, -4.3681], [-0.5138, -2.0859, -4.9080], [-0.9785, -3.1210, -4.1114], [-0.6156, -3.1871, -2.7741], [0.5066, -3.9383, 0.0302], [-0.4185, -4.3831, 0.9658], [-0.4816, -5.7304, 1.2983], [0.3799, -6.6345, 0.6999], [1.3082, -6.1962, -0.2376], [1.3704, -4.8557, -0.5733], [2.8781, -2.2409, 0.4152], [2.9178, -2.0747, -1.3484], [1.3362, -0.4115, -2.6250], [0.6887, -0.3078, -4.9878], [-0.7987, -2.0347, -5.9507], [-1.6290, -3.8786, -4.5280], [-0.9904, -3.9934, -2.1554], [-1.0946, -3.6845, 1.4342], [-1.2063, -6.0666, 2.0280], [0.3309, -7.6835, 0.9612], [1.9813, -6.9009, -0.7076], [2.0878, -4.5205, -1.3133]], "atomic_forces_ev_per_a": [[-0.238, -0.354, 0.272], [-0.162, -0.017, -0.120], [0.012, -0.032, 0.137], [0.273, 0.147, 0.000], [0.009, 0.004, -0.010], [-0.172, -0.042, 0.070], [-0.060, 0.014, -0.015], [0.004, 0.012, 0.070], [0.047, 0.047, -0.085], [-0.019, -0.008, 0.006], [0.002, 0.003, 0.010], [-0.010, -0.004, -0.002], [0.004, 0.006, -0.003], [-0.004, -0.002, 0.005], [0.004, -0.001, -0.023], [0.004, -0.002, 0.006], [0.030, 0.008, 0.012], [0.117, -0.182, 0.039], [-0.073, 0.223, -0.179], [-0.032, 0.043, -0.123], [0.245, 0.140, -0.201], [-0.014, 0.019, 0.010], [-0.010, -0.013, -0.007], [-0.002, 0.000, -0.001], [0.001, 0.003, 0.002], [-0.006, -0.002, -0.006], [-0.015, -0.016, 0.004], [0.075, -0.005, 0.042], [-0.012, -0.001, -0.005], [-0.004, -0.002, 0.002], [0.002, -0.004, -0.001], [-0.002, -0.008, 0.002], [0.011, 0.022, 0.002], [-0.036, 0.055, 0.054], [0.029, -0.048, 0.035], [0.001, 0.005, 0.009], [0.001, -0.001, -0.001], [-0.001, -0.001, -0.002], [-0.004, 0.000, -0.003], [0.005, 0.001, -0.001], [0.003, 0.000, -0.001], [-0.003, -0.004, 0.004], [0.000, -0.003, 0.001], [0.002, -0.002, -0.002], [0.000, -0.002, 0.000]], "largest_force_ev_per_a": 0.51, "multiplicity": 1, "homo_lumo_gap_ev": [6.019, 6.373], "homo_energy_ha": [-0.3229, -0.3226], "charge": 0, "e_above_lowest_kcal_mol": 3.7}